Record 1
# C3H6N2O2

A molecular structure, C3H6N2O2 in a non-equilibrium geometry (ωB97M-V with the def2-TZVPD basis set, the Open Molecules 2025 dataset).

The spin multiplicity is 1. For the molar mass, the calculation gives 102.1 g/mol. The strongest force on any atom comes out at 0.0752 hartree/bohr. Its total charge is 0. Its HOMO energy is -8.48 eV. For the energy relative to the best compared isomer or geometry (same formula, charge and spin), the calculation gives 6.286 eV.

Geometry as XYZ:
```
13
C3H6N2O2 (ωB97M-V with the def2-TZVPD basis set)
C -0.445 -0.604 0.986
C 0.305 -1.011 -0.211
N -0.048 1.213 0.491
C 0.644 0.396 -0.885
O -0.486 1.196 -0.912
O -1.762 -0.857 0.963
N 1.651 0.480 -1.676
H -2.189 -0.568 1.781
H -0.214 2.195 0.729
H 0.038 -0.598 1.960
H 1.544 1.233 -2.350
H 1.257 -1.479 0.029
H -0.295 -1.596 -0.903
```

These are the Löwdin partial charges, in e, on atoms 1 to 6: C -0.200; C -0.052; N 0.044; C -0.582; O -0.044; O 0.060


Record 2
# C4H10N2O2

3 unconnected molecules or ions with the total composition C4H10N2O2 in a non-equilibrium geometry (ωB97M-V with the def2-TZVPD basis set, the Open Molecules 2025 dataset).

The spin multiplicity is 1. For the molar mass, the calculation gives 118.1 g/mol. The strongest force on any atom comes out at 0.0890 hartree/bohr. Its total charge is 0. Its HOMO energy is -8.47 eV. For the energy relative to the best compared isomer or geometry (same formula, charge and spin), the calculation gives 7.604 eV.

Geometry as XYZ:
```
18
C4H10N2O2 (ωB97M-V with the def2-TZVPD basis set)
C -2.870 0.437 0.343
C -1.398 0.066 -0.112
C -1.123 -1.136 -0.909
N 0.294 -1.165 -1.054
C 0.338 0.280 -0.451
N -0.319 0.560 0.727
H -3.413 -0.346 0.908
H -2.773 1.398 0.894
H -3.464 0.881 -0.592
H -1.591 -1.504 -1.857
H 0.765 -1.643 -0.256
H 0.425 0.982 -1.225
H 2.974 0.341 -1.364
H 3.127 0.326 0.132
O 3.582 0.137 -0.665
H 1.991 -0.484 2.250
H 1.280 0.531 1.401
O 2.176 0.340 1.830
```

These are the Löwdin partial charges, in e, on atoms 1 to 6: C -0.028; C -0.319; C -0.053; N -0.006; C -0.125; N 0.026